Entry from OMol25: a single C8H16N4O2 molecule (the ωB97M-V functional and the def2-TZVPD basis).

Its SMILES is C/N=C1\NCC[C@@H]([C@H](N)C(=O)O)N1C. The highest occupied orbital energy comes out at -8.1 eV. The value obtained for the lowest unoccupied orbital energy is 0.6 eV. The value obtained for the molar mass is 200.24 g/mol. For the HOMO-LUMO gap, the calculation gives 8.67 eV.

Positions of all 30 atoms, in Å:
C -3.53628 -1.51020 -1.11532
N -2.09885 -1.31612 -1.40028
C -1.47503 -0.32464 -0.82506
N -2.05482 0.80762 -0.16899
C -1.22818 1.95733 0.31442
C -0.05576 1.34135 1.07137
C 0.76325 0.47050 0.08722
C 1.86148 -0.45140 0.84356
N 1.25348 -1.27365 2.00153
C 3.05047 0.42093 1.16361
O 3.32147 0.74898 2.33383
O 3.89372 0.69960 0.12825
N -0.07998 -0.23362 -0.86543
C 0.65125 -0.95628 -2.01268
H -3.72680 -1.55431 -0.04394
H -4.12281 -0.72909 -1.53316
H -3.80342 -2.46944 -1.63111
H -2.99356 0.98621 -0.31088
H -0.78246 2.47901 -0.52384
H -1.82265 2.62727 0.90360
H -0.38756 0.62041 1.81714
H 0.42311 2.21365 1.55027
H 1.37112 1.14722 -0.51315
H 2.32184 -1.12361 0.17247
H 1.79609 -1.17726 2.88219
H 0.25415 -1.23983 2.06348
H 4.59214 1.24178 0.47494
H 0.10188 -0.77939 -2.96592
H 1.71876 -0.56394 -2.10217
H 0.79395 -2.05907 -1.79594

Forces on atoms 1 to 6 (eV/Å):
1.47 -0.93 -0.84
0.74 1.19 1.47
-0.71 0.48 -0.06
2.38 -0.76 0.38
0.24 -2.65 -0.87
-0.35 -0.18 -0.12